Formula: C5H5FO5S
Source: OMol25
Level of theory: the ωB97M-V functional and the def2-TZVPD basis

Summary:
**Largest force on an atom**: 0.0661 hartree/bohr
**Relative energy (zero: lowest compared OMol25 entry of this formula, charge and spin)**: 198.2 kJ/mol
**LUMO level (spin up / spin down)**: 6.162 / 6.161 eV
**HOMO level (spin up / spin down)**: -0.02299 / -0.02304 Ha
**Total charge**: -2

Geometry as XYZ:
```
17
Properties=species:S:1:pos:R:3:nbo_charge:R:1
C 0.92 1.86 -0.21 -0.48
C 0.58 0.66 0.32 -0.03
C 0.98 -1.85 -0.11 0.66
C 0.13 0.52 1.74 -0.64
C 0.55 -0.50 -0.57 0.18
O 1.62 -2.59 -0.88 -0.75
O -2.38 -1.84 -1.17 -0.99
O 0.62 -2.20 1.08 -0.80
O -2.14 0.30 -2.39 -0.99
O -2.40 0.24 0.10 -1.02
F 1.07 -0.17 -1.83 -0.38
S -1.90 -0.45 -1.11 2.21
H 1.56 1.78 -1.10 0.18
H 0.66 2.87 -0.10 0.18
H 1.06 0.47 2.32 0.20
H -0.35 -0.40 1.88 0.27
H -0.57 1.34 2.04 0.20
```